(1)
ORCA calculation (ωB97M-V with the def2-TZVPD basis set) on a molecular structure, C41H37BaCl2N9O2S2Te.

Geometry (Å):
1 Ba -0.887021 0.021517 -0.296026
2 C 0.010069 1.419142 4.133670
3 C -0.409487 0.690917 3.031937
4 N 0.248560 0.736592 1.883690
5 C 1.335544 1.510985 1.808790
6 C 1.766269 2.200509 2.926520
7 N 1.108737 2.162665 4.091634
8 C 2.032983 1.602837 0.475547
9 C 3.322415 2.092274 0.374731
10 C 3.900640 2.253778 -0.872668
11 C 3.169960 1.839665 -1.974486
12 C 1.919786 1.266550 -1.801284
13 N 1.343719 1.198764 -0.598348
14 C 1.175036 0.639776 -2.959201
15 C 1.796565 0.367569 -4.167061
16 N 1.194786 -0.295823 -5.153684
17 C -0.044556 -0.712353 -4.917844
18 C -0.690378 -0.423535 -3.728685
19 N -0.091299 0.272215 -2.770139
20 C 5.265692 2.858657 -1.022941
21 C 5.866456 3.562476 0.009845
22 C 7.119247 4.125496 -0.179295
23 N 7.808317 4.042003 -1.321755
24 C 7.226319 3.355931 -2.311125
25 C 5.980894 2.755220 -2.205422
26 H -0.561583 1.408586 5.053975
27 H -1.295178 0.063420 3.078982
28 H 2.648392 2.826272 2.893239
29 H 3.872192 2.331754 1.273813
30 H 3.572627 1.954293 -2.969674
31 H 2.822832 0.660746 -4.347020
32 H -0.537188 -1.287050 -5.694894
33 H -1.710825 -0.751277 -3.544668
34 H 5.370953 3.704816 0.961670
35 H 7.589018 4.678329 0.628007
36 H 7.783445 3.279893 -3.240334
37 H 5.601652 2.194579 -3.050583
38 N -0.969783 3.267058 -0.564966
39 C -1.557615 3.613971 0.748966
40 C -2.262671 2.427645 1.385497
41 O -2.662332 2.514455 2.536543
42 O -2.338238 1.373628 0.616291
43 H -0.460364 4.055361 -0.940653
44 H -1.720237 3.067329 -1.217129
45 H -2.280045 4.431792 0.716832
46 H -0.763217 3.916997 1.433198
47 Cl -1.079186 -2.850294 0.639424
48 C -0.044032 -3.954593 -0.284313
49 C -0.436633 -5.281564 -0.263644
50 C 0.298905 -6.215554 -0.962864
51 C 1.416733 -5.794874 -1.667241
52 C 1.789851 -4.459713 -1.666234
53 Cl 3.209960 -4.051336 -2.599936
54 C 1.077100 -3.448377 -0.969315
55 S 1.528172 -1.765804 -0.952476
56 H -1.311588 -5.572209 0.306551
57 H 0.007498 -7.257917 -0.959456
58 H 2.015078 -6.505285 -2.225409
59 Te -4.167680 0.923834 -1.395958
60 C -5.657273 0.254779 -2.738404
61 C -6.880178 0.922215 -2.779467
62 C -7.888026 0.487567 -3.636797
63 C -7.683523 -0.618755 -4.452271
64 C -6.465939 -1.290545 -4.415689
65 C -5.453691 -0.850551 -3.568420
66 C -4.533544 -0.648285 -0.033466
67 C -4.321978 -1.971376 -0.403508
68 C -4.549508 -2.996297 0.510253
69 C -4.968110 -2.700552 1.799177
70 C -5.171017 -1.374935 2.176285
71 C -4.960554 -0.346966 1.264820
72 H -7.052476 1.775616 -2.135509
73 H -8.835730 1.012810 -3.661686
74 H -8.469072 -0.955467 -5.118277
75 H -6.301185 -2.154701 -5.049723
76 H -4.503706 -1.372456 -3.560832
77 H -3.983871 -2.216092 -1.401897
78 H -4.380004 -4.024003 0.212962
79 H -5.128817 -3.500002 2.512980
80 H -5.495236 -1.137917 3.183542
81 H -5.107279 0.683233 1.566468
82 C 1.016808 -1.192630 5.528431
83 N 2.308882 -0.774567 5.008399
84 C 2.785219 -1.075582 3.779068
85 S 2.002146 -1.978341 2.598675
86 N 4.011586 -0.518040 3.515838
87 C 4.914732 0.009097 4.524401
88 H 1.139266 -1.798085 6.427156
89 H 0.520160 -1.786789 4.766693
90 H 0.400261 -0.323626 5.767255
91 H 2.862803 -0.182368 5.597869
92 H 4.408984 -0.887355 2.668236
93 H 5.172932 -0.729252 5.287218
94 H 4.500873 0.892109 5.016635
95 H 5.830800 0.325367 4.030962

Force components x, y, z for each atom (eV/Å):
-0.2 -3.2 -1.6
0.2 0.3 -0.1
0.0 -0.2 -0.2
0.5 0.7 1.0
0.1 -0.2 -0.5
-0.1 0.1 0.4
0.0 0.0 -0.2
-0.4 -0.1 0.2
0.1 0.0 0.3
0.5 0.2 -0.1
0.1 0.0 -0.3
-0.3 -0.1 -0.2
1.3 0.5 -0.1
0.1 0.3 0.4
0.1 -0.2 -0.4
0.0 0.1 0.3
0.1 -0.1 -0.1
0.0 0.2 0.1
0.3 0.2 -0.8
-0.5 -0.2 0.0
0.1 0.2 0.2
0.1 0.0 -0.3
-0.4 -0.2 0.0
0.1 0.2 0.2
0.1 -0.1 -0.3
0.0 0.1 -0.1
0.0 0.1 0.0
0.0 0.0 0.0
0.0 0.0 -0.1
0.0 0.0 0.1
0.0 0.0 0.0
0.0 0.0 0.0
0.1 0.1 0.0
0.0 0.0 0.0
0.0 0.0 -0.1
0.0 0.0 0.1
0.0 0.0 0.0
-0.3 0.0 0.5
0.3 0.0 -0.4
-0.3 -0.5 -0.2
0.0 -0.1 -0.2
-2.3 2.8 2.3
0.1 0.1 0.0
0.0 0.0 0.0
0.0 0.1 0.0
0.0 0.0 0.0
0.2 -0.7 0.0
-0.1 0.1 0.1
-0.1 0.1 0.2
0.1 -0.1 -0.1
0.1 0.1 0.0
-0.1 0.1 0.0
-0.2 0.1 0.2
0.1 0.0 -0.1
0.4 -0.9 -0.2
0.1 0.1 -0.1
0.0 0.0 0.0
0.0 0.1 0.0
-0.4 0.1 -0.2
-0.1 -0.2 -0.2
0.0 -0.2 -0.2
0.1 0.0 0.0
0.1 0.0 0.1
0.0 0.1 0.1
-0.2 0.1 -0.1
0.0 0.1 0.4
-0.1 0.0 0.1
0.0 0.1 0.0
0.0 0.1 0.0
0.0 0.0 -0.1
0.1 -0.2 -0.1
0.0 0.0 0.0
0.0 0.0 0.0
0.0 0.0 0.0
0.0 0.1 0.0
0.0 0.0 0.0
0.0 0.0 0.0
0.0 0.0 0.0
0.0 0.0 0.0
0.0 0.0 -0.1
0.0 0.0 0.0
0.2 0.0 0.0
-0.4 -0.3 -0.1
0.0 0.1 0.0
0.3 0.2 0.6
-0.1 -0.1 0.0
-0.1 0.0 -0.2
0.0 0.0 0.0
0.0 0.0 -0.1
0.1 -0.2 0.1
0.0 0.1 0.1
0.1 0.0 0.0
0.0 -0.1 0.0
0.0 0.0 0.0
0.0 0.0 0.0

Results
- LUMO energy: -0.9 eV
- HOMO-LUMO gap: 5.7 eV
- HOMO level: -6.58 eV
- Molecular weight: 1087.78 g mol⁻¹


(2)
ORCA calculation (ωB97M-V with the def2-TZVPD basis set) on a single C3H5NOS molecule.

Geometry (Å):
1 O 2.500833 -0.107339 -0.450151
2 C 1.330172 -0.149242 0.290936
3 N 0.496178 -1.282192 -0.010661
4 C -0.697890 -0.979329 -0.185044
5 C -1.148264 0.492727 -0.305033
6 S 0.304000 1.476784 0.205613
7 H 3.119561 0.627587 -0.236819
8 H 1.429667 -0.360587 1.494986
9 H -1.371520 -1.738051 -0.555986
10 H -1.294469 0.519999 -1.339686
11 H -2.133358 0.682165 0.151939

Force components x, y, z for each atom (eV/Å):
0.1 -0.1 0.0
0.0 0.2 4.1
1.2 0.4 -0.7
-0.9 1.1 -0.9
0.4 -1.3 1.2
-0.4 -1.2 -0.2
-1.1 -0.7 0.2
0.8 1.0 -2.7
-0.4 -0.3 0.5
-0.4 0.7 -1.8
0.7 0.2 0.3

Results
- LUMO energy: 0.6 eV
- HOMO-LUMO gap: 9.6 eV
- HOMO level: -8.93 eV
- Molecular weight: 103.15 g mol⁻¹
- Structure (SMILES): O[C@@H]1N=CCS1


- Look up the HOMO-LUMO gap of the second one.
  9.6 eV


- Look up the HOMO level of the second one.
  -8.93 eV